Formula: C30H64F9N4S
Source: OMol25
Level of theory: ωB97M-V with the def2-TZVPD basis set

Electronic energy, hartree: -2697.13747
Total charge: +1

Geometry as XYZ:
```
108
C30H64F9N4S ωB97M-V with the def2-TZVPD basis set
C 0.570 0.061 0.929
C 0.171 1.533 0.833
C -0.314 2.092 2.178
C -0.831 1.771 -0.307
C -2.221 1.206 -0.036
C -2.765 0.043 -0.875
C -4.295 0.116 -0.615
C -5.195 -0.416 -1.753
C -5.693 -1.846 -1.507
C -6.936 -1.919 -0.616
F -6.914 -3.084 0.061
F -6.903 -0.917 0.310
C -8.246 -1.830 -1.468
F -8.027 -0.916 -2.425
F -8.391 -3.008 -2.053
S -9.883 -1.328 -0.623
F -9.383 -1.879 0.781
F -9.200 0.088 -0.317
F -10.420 -0.781 -2.011
F -10.551 -2.725 -0.913
F -11.201 -0.822 0.066
C -4.469 1.586 -0.425
N -3.357 2.180 -0.189
H 1.198 -0.126 1.802
H 1.150 -0.210 0.039
H -0.309 -0.596 0.957
H 1.074 2.094 0.556
H 0.533 2.244 2.850
H -0.999 1.402 2.686
H -0.813 3.063 2.061
H -0.915 2.856 -0.467
H -0.443 1.360 -1.247
H -2.300 0.888 1.012
H -2.563 0.157 -1.943
H -2.327 -0.878 -0.484
H -4.534 -0.377 0.339
H -4.622 -0.397 -2.685
H -6.041 0.258 -1.905
H -5.895 -2.353 -2.452
H -4.921 -2.431 -0.992
H -5.401 2.139 -0.532
H -3.278 3.189 -0.120
C -4.484 -5.882 4.747
C -5.564 -5.166 3.950
N -6.629 -6.051 3.519
C -7.484 -5.479 2.497
C -8.312 -4.240 2.853
C -7.298 -6.791 4.578
C -7.926 -5.991 5.725
H -4.121 -6.755 4.204
H -3.642 -5.210 4.921
H -4.844 -6.211 5.723
H -5.112 -4.745 3.046
H -5.930 -4.309 4.540
H -8.153 -6.263 2.134
H -6.842 -5.226 1.646
H -9.138 -4.484 3.519
H -8.747 -3.824 1.945
H -7.707 -3.460 3.319
H -6.577 -7.492 5.006
H -8.061 -7.416 4.109
H -7.232 -5.256 6.136
H -8.198 -6.670 6.535
H -8.832 -5.468 5.421
C 4.548 1.856 1.244
C 4.905 1.025 0.022
N 4.026 1.275 -1.109
C 4.142 0.272 -2.156
C 5.487 0.130 -2.877
C 3.961 2.659 -1.553
C 5.277 3.346 -1.926
H 3.488 1.733 1.481
H 5.132 1.527 2.104
H 4.751 2.918 1.098
H 4.805 -0.034 0.278
H 5.967 1.183 -0.219
H 3.360 0.467 -2.895
H 3.893 -0.694 -1.704
H 5.689 0.968 -3.543
H 5.482 -0.775 -3.486
H 6.317 0.045 -2.174
H 3.484 3.246 -0.761
H 3.271 2.703 -2.400
H 6.037 3.198 -1.158
H 5.122 4.422 -2.028
H 5.680 2.985 -2.871
C 8.990 2.155 -1.025
C 10.025 2.606 -2.044
N 9.544 3.689 -2.883
C 10.363 3.921 -4.060
C 11.809 4.386 -3.854
C 9.084 4.873 -2.176
C 10.057 5.557 -1.208
H 8.042 1.940 -1.522
H 9.328 1.248 -0.522
H 8.814 2.909 -0.256
H 10.257 1.766 -2.704
H 10.960 2.850 -1.516
H 9.842 4.645 -4.693
H 10.380 2.986 -4.629
H 11.864 5.417 -3.510
H 12.349 4.331 -4.802
H 12.340 3.756 -3.139
H 8.183 4.603 -1.618
H 8.752 5.594 -2.928
H 10.516 4.842 -0.524
H 9.517 6.287 -0.603
H 10.854 6.088 -1.726
```